A single C7H6N4S molecule in a non-equilibrium geometry. Source: the Open Molecules 2025 dataset; level of theory: ωB97M-V/def2-TZVPD.

Cartesian coordinates (Å):
C1 1.2608 -1.9420 0.5206
C2 1.7346 -0.6499 0.0770
C3 -0.1531 -1.9709 0.3626
C4 0.4099 1.3681 -0.5982
C5 0.6563 0.1059 -0.2984
C6 -1.0126 1.8673 -0.5849
C7 -2.0269 -0.7024 -0.1373
N1 2.3221 -2.6116 1.0221
N2 3.0352 -0.5975 0.2739
N3 -0.5928 -0.7761 -0.0677
N4 3.3363 -1.7765 0.7929
S1 -2.3712 0.7200 -1.0801
H1 -0.7690 -2.8728 0.5111
H2 1.0613 2.0755 -0.8802
H3 -1.2296 2.1438 0.5028
H4 -1.1117 2.6381 -1.4862
H5 -2.5756 -1.5510 -0.6401
H6 4.3002 -1.7768 1.1102

## Properties
Frontier orbital gap (spin up / spin down) ... 0.22227 / 0.25771 hartree
Charge ... 0

A 10-piece molecular cluster, C4H30N2O9 overall in a non-equilibrium geometry. Source: the Open Molecules 2025 dataset; level of theory: ωB97M-V/def2-TZVPD.

Cartesian coordinates (Å):
C1 2.0581 -1.4331 1.8044
C2 2.8681 -1.8557 0.4706
C3 2.9057 -0.6677 -0.5111
C4 1.5824 -0.5979 -1.3200
N1 1.1955 0.5367 -2.1150
N2 1.6842 0.0008 1.8965
H1 1.1169 -1.9829 1.8025
H2 2.6482 -1.6388 2.6948
H3 3.8449 -2.2645 0.6843
H4 2.2394 -2.6482 0.0563
H5 3.6849 -0.7821 -1.2569
H6 2.7976 0.2509 0.0355
H7 1.2677 -1.4548 -1.9217
H8 0.8027 -0.7077 -0.4588
H9 0.7239 1.3532 -1.7866
H10 1.9126 0.7938 -2.7798
H11 1.9048 0.7376 2.5367
H12 1.7315 0.3283 0.9576
H13 -1.9639 -3.6639 0.6720
H14 -3.4409 -3.9553 0.5411
O1 -2.7459 -3.4065 0.1612
H15 -1.1616 1.4988 -0.9863
H16 -2.4882 1.6376 -0.2900
O2 -1.9046 2.1038 -0.8965
H17 -0.0632 -2.1782 -0.4797
H18 -0.9642 -3.4256 -0.5803
O3 -0.1007 -3.1204 -0.2847
H19 -1.8477 0.8774 -3.5454
H20 -1.1476 -0.1689 -2.6952
O4 -1.7141 -0.0682 -3.4673
H21 -1.7709 4.2066 -0.6196
H22 -1.6980 3.6000 0.8723
O5 -1.2651 4.0951 0.1798
H23 -0.2521 1.3976 2.7096
H24 -0.2682 2.0690 1.3089
O6 -0.8213 1.7390 2.0261
H25 -4.0242 0.3896 -0.5122
H26 -5.0260 0.5187 0.5810
O7 -4.1037 0.2918 0.4495
H27 -2.2661 -1.2115 -0.0037
H28 -1.4742 -0.0314 0.6005
O8 -1.4074 -0.7728 -0.0190
H29 1.6779 3.7271 1.1426
H30 3.0265 2.8707 0.9066
O9 2.2460 3.0118 1.4396

## Properties
Frontier orbital gap ... 0.32622 hartree
SMILES string ... NCCCCN.O.O.O.O.O.O.O.O.O
Charge ... 0

Calculated total energy, -887.357705, -956.975420 Eh (same order as the records).